[1]
C26H42BrF6N4O8S3ScSi as an isolated structure in a non-equilibrium geometry. Source: OMol25; level of theory: ωB97M-V/def2-TZVPD.

Each line ends with the Mulliken charge.
Cartesian coordinates (Å):
Sc1 2.011 -1.282 -0.926  0.398
C1 1.402 -1.486 5.344  -1.057
C2 1.949 -2.398 4.249  -0.635
N1 0.934 -2.808 3.284  0.416
C3 0.239 -4.080 3.482  -0.637
C4 -1.045 -3.937 4.298  -1.135
C5 0.618 -2.035 2.238  0.404
S1 1.316 -0.512 1.976  -0.312
N2 -0.403 -2.452 1.440  -0.267
C6 -0.312 -2.601 0.165  -0.510
O1 0.831 -2.651 -0.469  -0.630
C7 -1.572 -2.721 -0.611  0.889
C8 -2.804 -2.674 0.037  -0.258
C9 -3.976 -2.686 -0.700  -0.697
C10 -3.925 -2.748 -2.086  -0.411
C11 -2.700 -2.814 -2.733  -0.810
C12 -1.524 -2.806 -2.000  -0.233
H1 2.209 -1.189 6.014  0.429
H2 0.633 -1.992 5.928  0.269
H3 0.975 -0.590 4.896  0.213
H4 2.365 -3.306 4.687  0.512
H5 2.742 -1.883 3.707  0.118
H6 0.926 -4.764 3.981  0.472
H7 -0.005 -4.490 2.505  0.326
H8 -0.829 -3.665 5.331  0.309
H9 -1.589 -4.882 4.298  0.404
H10 -1.679 -3.169 3.856  0.238
H11 -2.823 -2.620 1.117  0.496
H12 -4.932 -2.645 -0.193  0.419
H13 -4.840 -2.742 -2.666  0.419
H14 -2.661 -2.858 -3.814  0.425
H15 -0.564 -2.848 -2.495  0.433
O2 1.616 0.646 -3.877  -0.670
N3 1.880 -0.109 -2.971  1.137
O3 2.641 0.238 -2.016  -0.288
O4 1.413 -1.276 -2.903  -0.430
F1 3.963 1.097 0.196  -0.261
C13 5.091 0.422 -0.043  0.782
F2 5.338 0.401 -1.347  -0.240
F3 6.083 1.041 0.570  -0.236
S2 4.861 -1.327 0.596  1.138
O5 3.410 -1.514 0.463  -0.170
O6 5.391 -1.313 1.910  -0.644
N4 5.639 -2.264 -0.395  -0.642
S3 4.797 -2.976 -1.527  1.014
O7 3.655 -2.175 -1.965  -0.698
O8 5.609 -3.563 -2.527  -0.587
C14 3.976 -4.442 -0.681  0.715
F4 2.841 -4.703 -1.325  -0.220
F5 3.700 -4.202 0.601  -0.249
F6 4.762 -5.506 -0.742  -0.238
C15 -2.703 1.248 -3.018  -1.927
C16 -2.054 2.586 -2.622  2.865
C17 -1.047 2.938 -3.729  -1.895
C18 -3.140 3.673 -2.580  -1.736
Si1 -1.177 2.489 -0.903  -2.013
Br1 -0.050 0.326 -1.073  0.698
C19 0.272 3.724 -0.622  2.866
C20 -0.234 5.158 -0.856  -1.786
C21 0.804 3.613 0.815  -2.052
C22 1.462 3.460 -1.556  -1.739
C23 -2.360 2.207 0.593  3.055
C24 -3.000 3.537 1.021  -1.747
C25 -3.471 1.218 0.200  -2.131
C26 -1.634 1.602 1.804  -1.752
H16 -3.146 1.359 -4.011  0.573
H17 -3.489 0.941 -2.330  0.307
H18 -1.961 0.452 -3.067  0.302
H19 -1.561 2.902 -4.694  0.617
H20 -0.224 2.224 -3.766  0.164
H21 -0.645 3.945 -3.609  0.332
H22 -3.591 3.769 -3.571  0.520
H23 -2.731 4.646 -2.299  0.308
H24 -3.932 3.416 -1.873  0.331
H25 -1.114 5.382 -0.248  0.333
H26 -0.493 5.323 -1.904  0.306
H27 0.553 5.867 -0.589  0.542
H28 0.072 3.956 1.547  0.332
H29 1.691 4.245 0.911  0.605
H30 1.096 2.588 1.056  0.302
H31 1.197 3.488 -2.610  0.280
H32 1.925 2.499 -1.346  0.128
H33 2.217 4.233 -1.380  0.578
H34 -3.583 3.989 0.215  0.336
H35 -2.247 4.260 1.342  0.318
H36 -3.668 3.356 1.867  0.520
H37 -4.154 1.646 -0.536  0.317
H38 -4.054 0.971 1.092  0.671
H39 -3.049 0.290 -0.194  0.226
H40 -0.901 2.278 2.238  0.297
H41 -1.130 0.671 1.550  -0.051
H42 -2.377 1.379 2.576  0.589

The calculation puts the LUMO energy at 0.142 eV. For the relative energy (zero: lowest compared OMol25 entry of this formula, charge and spin), the calculation gives 166.8 kJ/mol. The charge is 0. The calculation puts the HOMO-LUMO gap at 8.35 eV.

***

[2]
C26H42Cl2N5PRu as an isolated structure in a non-equilibrium geometry. Source: OMol25; level of theory: ωB97M-V/def2-TZVPD.

Each line ends with the Löwdin spin population.
Cartesian coordinates (Å):
P1 -0.325 1.319 -1.820  0.002
C1 -1.840 0.353 -1.425  0.000
C2 -2.530 1.099 -2.588  0.000
C3 -3.938 0.645 -2.864  0.000
C4 -4.029 -0.871 -3.009  0.000
C5 -3.390 -1.636 -1.842  0.000
C6 -1.947 -1.180 -1.565  0.003
C7 1.126 0.214 -1.784  0.000
C8 1.159 0.511 -3.294  0.000
C9 2.484 0.130 -3.902  0.000
C10 2.830 -1.324 -3.589  0.000
C11 2.701 -1.699 -2.104  0.000
C12 1.355 -1.275 -1.482  0.002
C13 -0.196 2.893 -0.965  0.000
C14 -1.294 3.261 0.031  0.000
C15 -1.273 4.797 0.162  0.000
C16 0.101 5.368 0.541  0.000
C17 1.266 4.724 -0.223  0.000
C18 1.165 3.195 -0.346  0.000
H1 -2.261 0.634 -0.432  0.000
H2 -1.951 0.971 -3.516  0.000
H3 -2.561 2.186 -2.441  0.000
H4 -4.293 1.144 -3.766  0.000
H5 -4.565 0.997 -2.047  0.000
H6 -5.076 -1.167 -3.133  0.000
H7 -3.516 -1.168 -3.931  0.000
H8 -3.990 -1.522 -0.935  0.000
H9 -3.410 -2.707 -2.064  0.000
H10 -1.531 -1.698 -0.690  0.003
H11 -1.339 -1.516 -2.415  0.000
H12 1.924 0.754 -1.239  0.001
H13 3.243 0.805 -3.510  0.000
H14 1.024 1.590 -3.517  0.000
H15 0.355 0.010 -3.844  0.000
H16 2.435 0.299 -4.978  0.000
H17 3.844 -1.536 -3.941  0.000
H18 2.167 -1.979 -4.163  0.000
H19 2.852 -2.776 -1.988  0.000
H20 3.510 -1.241 -1.526  0.000
H21 1.328 -1.461 -0.398  0.003
H22 0.560 -1.892 -1.914  0.000
H23 -0.308 3.624 -1.765  0.000
H24 -2.295 2.961 -0.296  0.000
H25 -1.142 2.770 0.992  0.000
H26 -1.552 5.219 -0.811  0.000
H27 -2.031 5.171 0.858  0.000
H28 0.258 5.244 1.621  0.000
H29 0.105 6.455 0.375  0.000
H30 2.215 5.052 0.212  0.000
H31 1.262 5.136 -1.238  0.000
H32 1.998 2.849 -0.962  0.000
H33 1.280 2.695 0.613  0.000
Ru1 0.172 -0.325 2.876  2.572
Cl1 2.170 0.288 1.946  0.175
Cl2 -1.920 0.612 2.799  0.259
C19 -0.426 -1.858 1.980  0.490
H34 -1.433 -1.906 1.524  0.040
C20 0.320 -3.122 1.849  0.056
C21 1.716 -3.094 1.905  0.088
C22 2.444 -4.291 1.841  -0.010
C23 1.754 -5.506 1.701  0.092
C24 0.352 -5.523 1.612  -0.009
C25 -0.373 -4.339 1.646  0.077
H35 2.237 -2.130 2.002  0.007
H36 3.536 -4.268 1.900  -0.003
H37 -0.182 -6.475 1.513  -0.002
H38 -1.466 -4.314 1.555  0.003
H39 2.311 -6.445 1.682  0.006
N1 -0.007 -1.301 7.828  -0.001
N2 0.707 -0.674 6.789  -0.001
N3 1.187 0.625 6.793  0.011
C26 1.375 0.826 5.509  0.016
N4 1.084 -0.254 4.738  0.097
N5 0.506 -1.167 5.561  0.021
H40 -0.225 -2.232 7.493  0.000
H41 0.483 -1.316 8.701  0.000
H42 1.715 1.759 5.116  0.001

The calculation puts the LUMO energy (alpha / beta) at -1.078 / -1.422 eV. Its spin multiplicity is 5. The charge is 0. The calculation puts the HOMO-LUMO gap (alpha / beta) at 4.66 / 4.31 eV.

***

[3]
A 2-piece molecular cluster, C26H42FN3O5PS3 overall in a non-equilibrium geometry. Source: OMol25; level of theory: ωB97M-V/def2-TZVPD.

Each line ends with the Mulliken charge.
Cartesian coordinates (Å):
C1 0.921 3.739 -0.149  -0.241
C2 -0.431 4.528 0.433  -0.212
O1 -1.054 5.152 -0.764  -0.359
C3 -2.480 5.437 -0.545  -0.461
C4 -3.438 4.753 -1.686  -0.523
C5 -2.726 3.591 -2.595  -0.765
C6 -2.169 2.293 -1.749  1.401
C7 -3.039 0.900 -2.033  -0.934
N1 -2.389 -0.349 -1.487  0.914
S1 -3.743 -1.485 -1.444  -0.072
C8 -1.583 -0.320 -0.214  0.744
C9 -2.183 0.266 1.182  0.304
C10 -2.412 -0.922 2.338  -1.015
F1 -3.469 0.987 1.091  -0.365
O2 -0.176 0.017 -0.615  -0.305
C11 0.217 -0.759 -1.843  0.924
C12 1.041 0.386 -2.680  0.294
C13 2.581 0.062 -3.069  -0.756
C14 3.595 1.308 -2.598  -0.637
C15 3.853 1.037 -0.989  0.238
S2 4.657 2.459 -0.074  -0.108
C16 3.712 2.489 1.577  0.392
N2 3.654 1.112 2.233  -0.131
N3 2.894 1.362 3.393  -0.386
C17 2.487 2.832 3.452  -0.015
O3 3.036 3.588 2.277  -0.219
P1 1.097 -2.251 -1.069  -0.014
C18 0.010 -3.733 -0.655  -0.483
C19 2.238 -1.742 0.390  -0.442
C20 -1.333 -0.931 -2.455  -0.939
S3 -1.755 -2.505 -3.394  -0.121
H1 0.876 3.565 -1.315  0.119
H2 1.129 2.769 0.475  -0.199
H3 1.816 4.498 0.052  0.378
H4 -1.122 3.729 0.956  0.075
H5 -0.125 5.336 1.254  0.323
H6 -2.816 5.127 0.544  0.233
H7 -2.591 6.625 -0.584  0.319
H8 -3.740 5.634 -2.432  0.326
H9 -4.429 4.410 -1.136  0.239
H10 -1.884 4.105 -3.253  0.310
H11 -3.550 3.232 -3.379  0.318
H12 -1.044 2.145 -2.076  -0.729
H13 -2.183 2.608 -0.606  -0.148
H14 -3.392 0.827 -3.156  0.444
H15 -4.044 1.051 -1.405  0.329
H16 -4.346 -1.329 -0.185  0.200
H17 -1.492 -1.484 0.033  -1.049
H18 -1.400 1.011 1.671  0.151
H19 -2.536 -1.992 1.874  0.243
H20 -1.572 -0.927 3.156  0.335
H21 -3.439 -0.686 2.889  0.354
H22 1.052 1.384 -2.025  -0.840
H23 0.510 0.719 -3.697  0.315
H24 3.064 -0.897 -2.622  0.272
H25 2.694 0.005 -4.244  0.372
H26 4.636 1.217 -3.149  0.385
H27 3.053 2.315 -2.842  0.276
H28 2.765 0.910 -0.516  -0.515
H29 4.463 0.048 -0.767  0.396
H30 1.833 3.405 4.243  0.333
H31 -0.445 -4.324 -1.587  0.284
H32 -0.882 -3.564 0.081  0.077
H33 0.709 -4.542 -0.122  0.248
H34 3.379 -1.670 0.059  0.202
H35 1.966 -0.697 0.856  0.001
H36 2.196 -2.574 1.224  0.349
H37 -1.446 -0.132 -3.336  0.308
H38 -2.122 -2.144 -4.712  0.245
C21 -0.335 -5.932 3.818  -0.458
C22 0.155 -5.722 2.593  -0.178
C23 1.598 -5.858 2.311  0.630
O4 2.048 -5.663 1.190  -0.587
C24 2.477 -6.237 3.435  -0.424
C25 1.987 -6.447 4.660  -0.389
C26 0.544 -6.311 4.942  0.303
O5 0.094 -6.506 6.063  -0.532
H39 -1.391 -5.836 4.042  0.435
H40 -0.477 -5.444 1.758  0.371
H41 3.532 -6.333 3.211  0.427
H42 2.619 -6.725 5.495  0.411

The calculation puts the LUMO energy at -3.551 eV. The charge is +1. The calculation puts the HOMO-LUMO gap at 6.75 eV.

***

| no. | total energy (eV) |
| --- | --- |
| 1 | -197417.6720 |
| 2 | -72003.0202 |
| 3 | -86838.7714 |